Model i:
This record from the OMol25 dataset describes a single C3H6N2O3 molecule. The level of theory is ωB97M-V/def2-TZVPD.

Results
- SMILES = [H]/N=C\N(O)CC(=O)O
- multiplicity = 1

XYZ file:
```
14
Properties=species:S:1:pos:R:3:mulliken_charge:R:1
C -0.98 0.62 -0.39 -0.6775
C 0.17 1.63 -0.08 0.5788
C -0.05 -0.88 1.23 0.2586
H -0.03 -1.32 -1.88 0.3430
H -1.82 0.84 0.27 0.3149
H -1.40 0.81 -1.40 0.3553
H 1.34 0.39 -1.06 0.4733
H -0.44 0.05 1.82 0.3155
H 1.10 -2.42 1.11 0.2415
N -0.54 -0.80 -0.10 -0.1417
N 0.75 -1.72 1.68 -0.6089
O 0.42 -1.09 -1.09 -0.4249
O 1.38 1.34 -0.76 -0.5538
O 0.10 2.55 0.65 -0.4741
```

***

Model ii:
This record from the OMol25 dataset describes a single C3H6N2O3 molecule. The level of theory is ωB97M-V/def2-TZVPD.

Results
- SMILES = [H]/N=C(/COC=O)NO
- multiplicity = 1

XYZ file:
```
14
Properties=species:S:1:pos:R:3:mulliken_charge:R:1
C -0.62 0.68 0.30 0.4343
C 0.84 0.90 0.55 -0.6271
C 1.85 -0.61 -0.65 0.2402
H -2.97 -1.04 -0.18 0.3563
H -0.30 -1.47 0.55 0.4153
H -2.09 1.10 -0.64 0.3053
H 0.91 0.19 1.30 0.5216
H 0.98 1.93 1.11 0.3242
H 2.65 -0.82 -1.37 0.3706
N -1.07 -0.67 0.49 -0.3401
N -1.21 1.54 -0.48 -0.6147
O -1.98 -1.03 -0.63 -0.4985
O 1.70 0.76 -0.58 -0.2826
O 1.29 -1.47 0.23 -0.6049
```

***

Computed stability ranking, most favorable first: model i, model ii

***

Model i:
This record from the OMol25 dataset describes a single C3H6N2O3 molecule. The level of theory is ωB97M-V/def2-TZVPD.

Results
- SMILES = CN(O)/C=N\OC=O
- multiplicity = 1

XYZ file:
```
14
Properties=species:S:1:pos:R:3:mulliken_charge:R:1
C -2.98 -0.26 0.17 -0.7637
C -0.75 -0.95 -0.12 0.2735
C 2.40 0.47 -0.14 0.1285
H -3.19 -1.34 -0.06 0.3387
H -3.69 0.39 -0.44 0.2209
H -3.02 0.07 1.26 0.3095
H -0.40 1.55 -0.21 0.4068
H -1.18 -1.98 -0.15 0.2742
H 2.59 1.52 -0.30 0.3198
N -1.58 0.08 -0.34 0.0652
N 0.54 -0.96 0.08 -0.6067
O -1.30 1.33 0.21 -0.4421
O 1.06 0.28 -0.20 -0.0748
O 3.26 -0.30 0.27 -0.4497
```

***

Model ii:
This record from the OMol25 dataset describes a molecular structure, C3H6N2O3. The level of theory is ωB97M-V/def2-TZVPD.

Results
- multiplicity = 1

XYZ file:
```
14
Properties=species:S:1:pos:R:3:mulliken_charge:R:1
C 0.16 1.75 -0.20 -0.5403
C -0.27 -1.47 -0.54 0.5048
C 0.53 -0.87 1.83 0.1870
H -1.11 1.80 0.33 0.2644
H 0.60 2.67 -1.30 0.2398
H 0.77 2.36 0.85 0.2051
H -0.22 0.10 -1.95 0.2806
H -1.46 -1.67 -2.10 0.2351
H 1.27 -1.31 2.54 0.3745
N -0.15 -0.13 -0.87 -0.2127
N -1.24 -2.25 -1.04 -0.5952
O 0.98 0.70 -0.46 -0.2212
O 0.30 -1.74 0.69 -0.3084
O -0.16 0.05 2.23 -0.4135
```

***

Computed stability ranking, most favorable first: model i, model ii

***

Model i:
This record from the OMol25 dataset describes 2 unconnected molecules or ions with the total composition C3H6N2O3. The level of theory is ωB97M-V/def2-TZVPD.

Results
- multiplicity = 1

XYZ file:
```
14
Properties=species:S:1:pos:R:3:mulliken_charge:R:1
C 0.06 1.01 0.19 -0.0519
N 0.79 0.89 -0.94 -0.3473
C -0.29 -1.16 0.37 0.2793
N -1.11 1.67 0.24 -0.4217
C 1.36 -0.51 -0.88 0.1667
O 0.08 -1.63 1.60 -0.4413
O -1.29 -1.55 -0.18 -0.5909
O 2.39 -0.75 -0.29 -0.5055
H -0.53 -2.35 1.84 0.3170
H 0.32 1.11 -1.81 0.3101
H 0.63 0.95 1.11 0.4388
H -1.69 1.59 1.07 0.2547
H -1.64 1.82 -0.61 0.2288
H 0.92 -1.09 -1.71 0.3633
```

***

Model ii:
This record from the OMol25 dataset describes a single C3H6N2O3 molecule. The level of theory is ωB97M-V/def2-TZVPD.

Results
- SMILES = C=CN(O)C(=O)NO
- multiplicity = 1

XYZ file:
```
14
Properties=species:S:1:pos:R:3:mulliken_charge:R:1
C 0.45 -0.21 0.09 0.5766
C -1.97 0.10 -0.06 -0.0297
C -2.45 -1.15 -0.17 -0.7649
H 2.26 -1.23 -0.52 0.3455
H 1.61 1.21 -0.68 0.2640
H -0.20 2.42 0.77 0.3827
H -2.67 0.98 -0.13 0.2874
H -1.88 -2.09 -0.05 0.2214
H -3.47 -1.34 -0.44 0.2663
N 1.63 0.44 -0.04 -0.1485
N -0.69 0.58 0.26 0.1788
O 2.75 -0.41 -0.13 -0.3805
O 0.46 -1.45 0.28 -0.6914
O -0.50 1.91 -0.09 -0.5076
```

***

Model iii:
This record from the OMol25 dataset describes a single C3H6N2O3 molecule. The level of theory is ωB97M-V/def2-TZVPD.

Results
- SMILES = [H]/N=C\NOCOC=O
- multiplicity = 1

XYZ file:
```
14
Properties=species:S:1:pos:R:3:mulliken_charge:R:1
C 1.38 -1.68 -0.92 0.2284
C -0.68 0.24 1.24 -0.1215
C -0.91 2.27 -0.24 0.1958
H 0.36 -3.03 -0.02 0.3270
H 2.06 -1.04 -1.77 0.2014
H 0.34 0.34 -0.93 0.2187
H 0.44 0.49 1.55 0.4036
H -1.54 -0.10 1.93 0.2273
H -1.74 3.09 -0.30 0.2983
N 1.16 -2.89 -0.60 -0.6730
N 0.77 -0.53 -0.24 -0.2918
O -0.41 -0.89 0.41 -0.3144
O -1.32 1.36 0.62 -0.2962
O 0.10 2.37 -0.73 -0.4036
```

***

Computed stability ranking, most favorable first: model i, model ii, model iii

***

Model i:
This record from the OMol25 dataset describes a molecular structure, C3H6N2O3. The level of theory is ωB97M-V/def2-TZVPD.

Results
- multiplicity = 1

XYZ file:
```
14
Properties=species:S:1:pos:R:3:mulliken_charge:R:1
C 0.80 -1.42 0.38 -0.7441
N 0.10 0.81 0.32 -0.0691
C -0.94 -0.88 0.47 0.6466
C 1.19 -0.14 -0.15 0.6374
N -0.29 1.77 -0.64 -0.6510
O -1.56 -0.99 -0.72 -0.4719
O -1.50 -1.01 1.53 -0.5905
O 1.83 0.16 -1.14 -0.5446
H -1.81 -0.09 -1.02 0.3491
H 0.06 1.07 1.31 0.3059
H 0.45 1.84 -1.34 0.2514
H -0.36 2.68 -0.19 0.2499
H 1.07 -2.27 -0.25 0.3327
H 0.95 -1.53 1.45 0.2981
```

***

Model ii:
This record from the OMol25 dataset describes a single C3H6N2O3 molecule. The level of theory is ωB97M-V/def2-TZVPD.

Results
- SMILES = [H]/N=C(\N)[C@H](O)C(=O)O
- multiplicity = 1

XYZ file:
```
14
Properties=species:S:1:pos:R:3:mulliken_charge:R:1
C 1.31 0.06 0.02 0.4175
C -0.07 -0.35 0.60 0.0958
C -1.28 0.44 -0.04 0.5667
H 2.29 1.80 -0.51 0.2475
H 0.90 1.97 0.18 0.2729
H 2.99 -0.61 -0.75 0.2502
H -0.06 -0.15 1.68 0.3044
H 0.57 -1.91 -0.04 0.3808
H -1.91 -1.24 -0.49 0.3643
N 1.63 1.35 0.12 -0.4704
N 2.00 -0.85 -0.54 -0.7045
O -0.31 -1.80 0.44 -0.6747
O -2.16 -0.36 -0.61 -0.4728
O -1.29 1.63 0.09 -0.5777
```

***

Computed stability ranking, most favorable first: model ii, model i